C5As2F27N2O11S5Zr as an isolated structure, computed with ωB97M-V/def2-TZVPD.

The multiplicity is 1. For the largest force on an atom, the calculation gives 5.5 eV/Å. For the calculated total energy, the calculation gives -10334.02195 a.u. The lowest unoccupied orbital energy comes out at 0.6 eV. For the HOMO-LUMO gap, the calculation gives 10.013 eV. Its charge is -1.

Last column: Mulliken charge in e.
CARTESIAN COORDINATES (ANGSTROEM)
1 Zr 0.15 0.14 -0.26  1.760
2 As 1.99 2.09 2.69  2.128
3 As -1.10 -2.15 2.73  2.084
4 S 2.55 -2.41 0.17  0.735
5 S -1.07 2.87 -0.12  0.648
6 S -0.86 -1.19 -2.61  1.169
7 S 3.08 -0.23 -1.34  0.716
8 S -2.99 1.44 0.98  0.696
9 F -1.07 -0.79 3.82  -0.445
10 F 0.48 2.84 3.07  -0.484
11 F -3.58 -1.01 0.01  -0.138
12 F -1.21 2.87 -2.75  -0.203
13 F -4.70 0.63 -0.91  -0.261
14 F -2.85 0.35 -3.37  -0.132
15 F -3.13 -1.80 -3.70  -0.181
16 F -2.07 4.62 -1.90  -0.225
17 F 1.88 1.01 4.04  -0.430
18 F -0.34 -1.02 1.47  -0.495
19 F -3.13 2.75 -1.86  -0.147
20 F 0.48 -2.63 3.22  -0.459
21 F 2.14 3.16 1.32  -0.457
22 F 2.20 -0.44 -3.80  -0.179
23 F 3.38 -3.10 2.57  -0.232
24 F -1.20 -3.44 1.62  -0.444
25 F -1.86 -0.63 -4.99  -0.199
26 F 2.90 -2.28 -3.00  -0.181
27 F 3.43 1.29 2.15  -0.467
28 F 1.06 0.92 1.58  -0.466
29 F 4.30 -0.78 -3.66  -0.216
30 F 2.92 3.24 3.63  -0.521
31 F -2.69 -1.59 2.29  -0.449
32 F -5.23 -0.02 1.08  -0.234
33 F 2.38 -1.19 2.41  -0.149
34 F 4.45 -1.44 1.79  -0.220
35 F -1.80 -3.23 3.95  -0.532
36 O -0.07 0.04 -2.43  -0.470
37 O 2.18 0.94 -1.45  -0.310
38 O -2.73 1.13 2.36  -0.524
39 O -3.73 2.62 0.64  -0.581
40 O 4.33 0.01 -0.72  -0.494
41 O 3.73 -2.84 -0.57  -0.610
42 O -1.26 -1.30 -1.16  -0.536
43 O 1.52 -3.37 0.52  -0.562
44 O -0.11 -2.29 -3.15  -0.563
45 O 0.27 2.40 -0.44  -0.268
46 O -1.23 3.94 0.81  -0.538
47 N 1.85 -1.05 -0.46  0.021
48 N -1.58 1.25 0.21  -0.290
49 C 3.14 -1.00 -3.08  0.728
50 C 3.26 -1.99 1.87  0.646
51 C -4.19 0.13 0.25  0.762
52 C -1.96 3.32 -1.76  0.734
53 C -2.30 -0.79 -3.75  0.464